15
Properties=species:S:1:pos:R:3 method="wB97M-V/def2-TZVPD" lumo_energy_ha=0.021 homo_lumo_gap_ev=9.876 de_lowest_kj_mol=222.8 homo_ev=-9.312 total_energy_ev=-27993.3915 largest_force_ev_per_a=3.97
C -1.371 -0.786 1.237
C -0.428 -0.943 0.003
O 0.873 -1.563 -0.015
C 1.535 -0.501 -0.614
C 0.321 0.371 -0.509
S 0.600 1.615 0.916
S -0.485 1.209 -1.869
H -0.923 -0.642 2.205
H -2.097 -1.687 1.332
H -2.073 0.053 1.217
H -1.060 -1.310 -0.901
H 2.069 -0.697 -1.643
H 2.456 -0.195 0.009
H 1.049 2.580 0.068
H -0.469 2.496 -1.436